# C26H30CaF4N2O7

A structure of composition C26H30CaF4N2O7 (ωB97M-V with the def2-TZVPD basis set, the Open Molecules 2025 dataset).

Atoms and positions in Å:
Ca (0.11078, 1.05514, -0.85162)
O (1.49337, 3.82041, 0.21770)
C (1.96377, 4.36034, -0.99953)
C (2.23826, 3.35269, -2.10634)
N (1.06609, 2.60209, -2.53145)
C (1.40965, 1.62877, -3.57546)
C (0.25619, 0.63924, -3.86252)
O (-0.05178, 0.43291, -5.03498)
O (-0.29543, 0.14379, -2.82542)
C (-0.05123, 3.45944, -2.91333)
C (-1.01056, 3.84450, -1.76402)
O (-1.65987, 4.88175, -1.87040)
O (-1.05381, 3.02048, -0.78444)
H (0.53908, 3.65452, 0.13045)
H (2.92012, 4.84213, -0.76912)
H (1.28179, 5.14711, -1.34881)
H (3.00123, 2.63401, -1.79767)
H (2.64908, 3.92850, -2.96009)
H (2.28531, 1.07573, -3.22743)
H (1.66397, 2.14290, -4.51469)
H (-0.65338, 2.93256, -3.65833)
H (0.30686, 4.38515, -3.38691)
C (-2.89341, 1.80538, 1.78225)
C (-3.00156, 0.55211, 2.64252)
C (-1.99561, 0.59773, 3.79341)
C (-2.94055, -0.74183, 1.85035)
C (-4.06677, -1.55865, 1.87919)
C (-4.11195, -2.76395, 1.20304)
C (-3.00580, -3.16476, 0.47645)
C (-1.85525, -2.38582, 0.42106)
C (-0.68503, -2.88197, -0.40718)
C (-0.13779, -4.20941, 0.12224)
C (-1.04903, -3.00106, -1.88728)
C (-1.80901, -1.15497, 1.11857)
N (-0.65324, -0.34168, 1.04189)
C (0.33753, -0.70943, 1.89067)
C (0.24891, -1.66075, 2.93701)
C (1.31649, -1.94838, 3.77252)
C (2.54411, -1.32351, 3.63098)
C (2.68856, -0.38573, 2.60601)
C (1.61807, -0.12411, 1.79852)
F (1.82017, 0.79072, 0.77911)
H (-3.12002, 2.69270, 2.37928)
H (-3.58329, 1.78487, 0.93749)
H (-1.89357, 1.93278, 1.37602)
H (-4.00288, 0.56107, 3.09372)
H (-0.97583, 0.68447, 3.41990)
H (-2.04754, -0.30048, 4.41137)
H (-2.19834, 1.46517, 4.42754)
H (-4.93022, -1.22702, 2.44691)
H (-5.00322, -3.37997, 1.23436)
H (-3.02769, -4.10190, -0.06902)
H (0.11036, -2.14648, -0.32897)
H (-0.86211, -5.01831, -0.01284)
H (0.10866, -4.14314, 1.18229)
H (0.77049, -4.47865, -0.41945)
H (-1.85166, -3.72981, -2.03697)
H (-0.18232, -3.33440, -2.46147)
H (-1.35877, -2.04220, -2.30116)
H (-0.69346, -2.17126, 3.08937)
H (1.17326, -2.68875, 4.55244)
H (3.37849, -1.56027, 4.27690)
H (3.62072, 0.12239, 2.39945)
F (2.20744, -1.21405, -1.02095)
C (3.23895, -1.59053, -1.81771)
F (2.72860, -1.70453, -3.06355)
F (3.57305, -2.83737, -1.42940)
C (4.43686, -0.54373, -1.78366)
O (5.56529, -1.03351, -1.76673)
O (4.04041, 0.62881, -1.73208)

As for the net charge: -2. The HOMO energy comes out at -2.38 eV. The LUMO energy comes out at 4.5 eV. The value obtained for the energy is -74078.700 eV.

Charges in e, computed with natural (NBO), in the same order as the atoms: number 1, Ca, carries 1.832; number 2, O, carries -0.750; number 3, C, carries -0.076; number 4, C, carries -0.264; number 5, N, carries -0.515; number 6, C, carries -0.364; number 7, C, carries 0.775; number 8, O, carries -0.699; number 9, O, carries -0.909; number 10, C, carries -0.366; number 11, C, carries 0.774; number 12, O, carries -0.698; number 13, O, carries -0.914; number 14, H, carries 0.492; number 15, H, carries 0.174; number 16, H, carries 0.166; number 17, H, carries 0.262; number 18, H, carries 0.155; number 19, H, carries 0.257; number 20, H, carries 0.176; number 21, H, carries 0.236; number 22, H, carries 0.188; number 23, C, carries -0.595; number 24, C, carries -0.229; number 25, C, carries -0.598; number 26, C, carries -0.030; number 27, C, carries -0.220; number 28, C, carries -0.245; number 29, C, carries -0.249; number 30, C, carries 0.072; number 31, C, carries -0.270; number 32, C, carries -0.597; number 33, C, carries -0.604; number 34, C, carries 0.135; number 35, N, carries -0.825; number 36, C, carries 0.116; number 37, C, carries -0.272; number 38, C, carries -0.224; number 39, C, carries -0.302; number 40, C, carries -0.248; number 41, C, carries 0.318; number 42, F, carries -0.381; number 43, H, carries 0.191; number 44, H, carries 0.210; number 45, H, carries 0.230; number 46, H, carries 0.179; number 47, H, carries 0.228; number 48, H, carries 0.199; number 49, H, carries 0.190; number 50, H, carries 0.188; number 51, H, carries 0.191; number 52, H, carries 0.196; number 53, H, carries 0.232; number 54, H, carries 0.180; number 55, H, carries 0.212; number 56, H, carries 0.211; number 57, H, carries 0.175; number 58, H, carries 0.210; number 59, H, carries 0.246; number 60, H, carries 0.206; number 61, H, carries 0.191; number 62, H, carries 0.196; number 63, H, carries 0.228; number 64, F, carries -0.356; number 65, C, carries 0.862; number 66, F, carries -0.341; number 67, F, carries -0.339; number 68, C, carries 0.687; number 69, O, carries -0.719; number 70, O, carries -0.763